No. 1
One molecule with the formula C3H5N3OS, computed with ωB97M-V/def2-TZVPD.

Atoms and positions in Å:
1 O 2.82 0.37 -0.06
2 C 1.89 -0.68 0.01
3 C 0.48 -0.20 -0.20
4 N 0.24 1.08 -0.16
5 N -1.07 1.52 -0.46
6 C -2.07 0.83 -0.09
7 N -1.96 -0.45 0.46
8 S -0.84 -1.39 -0.43
9 H 2.28 1.19 0.08
10 H 2.19 -1.52 -0.66
11 H 1.93 -1.20 0.99
12 H -3.02 1.33 -0.12
13 H -2.87 -0.89 0.65

## Properties
- Lowest unoccupied orbital energy: 0.09 eV
- SMILES string: OCC1=NN=CNS1
- Net charge: 0
- Frontier orbital gap: 8.987 eV

Atom charges from the Löwdin analysis, given in e for atoms 1 to 2: -0.064, -0.289

---

No. 2
One molecule with the formula C14H16N4O3, computed with ωB97M-V/def2-TZVPD.

Atoms and positions in Å:
1 C 3.30 -2.13 4.24
2 C 2.33 -1.65 3.20
3 C 2.62 -0.52 2.45
4 C 1.76 -0.02 1.48
5 C 2.14 1.20 0.72
6 C 0.55 -0.71 1.26
7 C -0.39 -0.24 0.24
8 O -0.36 0.85 -0.29
9 C -1.51 -1.21 -0.21
10 O -2.02 -0.68 -1.42
11 C -2.66 0.50 -1.29
12 O -3.23 0.86 -0.30
13 C -2.63 1.26 -2.61
14 N -1.28 1.62 -2.92
15 C -0.21 0.84 -3.21
16 N 0.84 1.60 -3.33
17 N 0.41 2.85 -3.12
18 N -0.82 2.87 -2.87
19 C 0.26 -1.85 2.02
20 C 1.12 -2.32 2.99
21 C 0.76 -3.53 3.79
22 H 4.18 -1.49 4.27
23 H 2.83 -2.14 5.22
24 H 3.61 -3.15 4.02
25 H 3.55 -0.01 2.62
26 H 1.46 2.02 0.95
27 H 2.07 1.04 -0.36
28 H 3.16 1.50 0.97
29 H -1.12 -2.20 -0.45
30 H -2.29 -1.26 0.55
31 H -3.21 2.18 -2.51
32 H -3.04 0.63 -3.40
33 H -0.25 -0.22 -3.32
34 H -0.68 -2.36 1.87
35 H -0.20 -3.92 3.50
36 H 0.73 -3.29 4.86
37 H 1.51 -4.31 3.66

## Properties
- Lowest unoccupied orbital energy: 0.01 eV
- SMILES string: Cc1cc(C)c(C(=O)COC(=O)Cn2cnnn2)cc1C
- Net charge: 0
- Frontier orbital gap: 9.209 eV

Atom charges from the Löwdin analysis, given in e for atoms 1 to 2: -0.038, -0.216

---

No. 3
A 2-piece molecular cluster, C3H10O3 overall, computed with ωB97M-V/def2-TZVPD.

Atoms and positions in Å:
1 O -0.67 2.53 -0.66
2 C 0.09 1.23 -0.45
3 C -0.96 0.19 -1.03
4 C -0.89 -1.19 -0.57
5 O -0.64 -2.16 -1.62
6 H -1.53 2.42 -0.40
7 H 1.06 1.35 -1.01
8 H 0.03 0.89 0.65
9 H -1.94 0.64 -0.86
10 H -0.70 0.21 -2.11
11 H -0.07 -1.48 0.20
12 H -1.90 -1.49 -0.04
13 H -1.46 -2.70 -1.88
14 O 3.47 -0.18 2.95
15 H 2.58 -0.65 3.01
16 H 3.53 0.40 3.80

## Properties
- Lowest unoccupied orbital energy: 0.64 eV
- SMILES string: OCCCO.O
- Net charge: 0
- Frontier orbital gap: 10.671 eV

Atom charges from the Löwdin analysis, given in e for atoms 1 to 2: -0.100, -0.148

---

No. 4
A 3-piece molecular cluster, C25H37BBrF2N3O11PS overall, computed with ωB97M-V/def2-TZVPD.

Atoms and positions in Å:
1 C -1.50 -5.70 -1.00
2 C -0.18 -4.88 -0.78
3 C -0.10 -4.12 0.59
4 O 1.21 -3.79 1.03
5 C 1.87 -2.89 0.14
6 C 1.28 -1.42 0.10
7 O 0.80 -0.85 1.28
8 P 1.19 0.83 1.44
9 Br 3.01 0.52 2.91
10 C -0.32 1.53 0.49
11 C -1.47 0.47 0.26
12 C -2.69 1.23 -0.48
13 C -3.07 0.44 -1.79
14 C -3.70 -0.86 -1.60
15 C -4.13 -1.64 -2.75
16 C -3.91 -1.07 -4.08
17 C -3.26 0.20 -4.27
18 C -2.82 0.99 -3.12
19 B 0.21 1.13 3.09
20 N 0.42 2.35 3.94
21 O -0.72 0.20 3.60
22 O 2.20 0.81 0.03
23 C 2.55 -0.53 -0.31
24 C 3.14 -0.76 -1.76
25 C 3.00 0.46 -2.74
26 S 4.12 1.88 -2.34
27 C 3.19 3.37 -1.97
28 N 3.48 4.66 -2.31
29 N 2.52 5.46 -1.82
30 C 1.63 4.70 -1.14
31 O 2.04 3.40 -1.24
32 H -2.27 -5.10 -1.57
33 H -1.99 -6.06 -0.07
34 H -1.33 -6.62 -1.64
35 H 0.70 -5.53 -0.99
36 H -0.17 -4.08 -1.59
37 H -0.52 -4.83 1.37
38 H -0.80 -3.23 0.62
39 H 1.95 -3.25 -0.92
40 H 2.93 -2.81 0.51
41 H 0.67 -1.38 -0.84
42 H 1.60 2.23 1.51
43 H -0.03 1.92 -0.52
44 H -0.74 2.41 1.06
45 H -1.18 -0.35 -0.44
46 H -1.83 0.05 1.23
47 H -3.62 1.19 0.16
48 H -2.44 2.28 -0.73
49 H -3.85 -1.25 -0.57
50 H -4.61 -2.63 -2.63
51 H -4.26 -1.65 -4.97
52 H -3.09 0.59 -5.29
53 H -2.31 1.97 -3.25
54 H 0.81 3.11 3.39
55 H 1.10 2.13 4.68
56 H -1.20 0.62 4.34
57 H 3.44 -0.74 0.35
58 H 2.58 -1.62 -2.21
59 H 4.21 -1.09 -1.70
60 H 3.32 0.09 -3.75
61 H 1.95 0.82 -2.85
62 H 0.71 5.04 -0.62
63 C 1.92 -3.45 4.37
64 C 3.41 -3.63 4.38
65 O 3.72 -3.70 5.76
66 C 2.61 -4.23 6.36
67 O 2.60 -4.69 7.46
68 O 1.53 -4.18 5.54
69 F 4.03 -2.55 3.86
70 H 1.63 -2.40 4.48
71 H 1.46 -3.86 3.48
72 H 3.76 -4.53 3.88
73 C -2.58 6.84 -1.71
74 C -1.73 5.66 -1.35
75 O -2.68 4.73 -0.85
76 C -3.85 5.01 -1.50
77 O -4.78 4.28 -1.53
78 O -3.81 6.23 -2.10
79 F -0.86 5.97 -0.36
80 H -2.76 7.51 -0.86
81 H -2.16 7.43 -2.53
82 H -1.19 5.22 -2.19

## Properties
- Lowest unoccupied orbital energy: 2.09 eV
- Net charge: -1
- Frontier orbital gap: 6.951 eV

Atom charges from the Löwdin analysis, given in e for atoms 1 to 2: -0.123, -0.229

---

No. 5
A 2-piece molecular cluster, C9H13NO2 overall, computed with ωB97M-V/def2-TZVPD.

Atoms and positions in Å:
1 C 1.71 -0.30 -0.92
2 C 0.62 -0.47 3.15
3 C 0.97 -1.67 2.54
4 C 0.64 0.81 2.54
5 C 1.34 -1.58 1.21
6 C 0.88 0.85 1.21
7 C 1.28 -0.36 0.51
8 O 0.30 -0.50 4.47
9 H 1.04 -0.17 5.03
10 H 0.95 -2.63 3.02
11 H 0.33 1.63 3.17
12 H 1.71 -2.48 0.74
13 H 0.81 1.78 0.68
14 H 0.88 -0.67 -1.54
15 H 2.50 -1.01 -1.16
16 H 1.98 0.74 -1.14
17 C -1.22 1.38 -2.88
18 C -2.54 0.69 -2.91
19 O -3.42 1.02 -3.67
20 N -2.74 -0.28 -1.97
21 H -0.62 1.17 -3.78
22 H -0.52 1.06 -2.11
23 H -3.61 -0.79 -1.93
24 H -2.00 -0.67 -1.43
25 H -1.28 2.46 -2.82

## Properties
- Lowest unoccupied orbital energy (spin up / spin down): -4.33 / -8.20 eV
- Spin multiplicity: 2
- <S²>: 0.7646
- Net charge: +1
- Frontier orbital gap (spin up / spin down): 7.885 / 4.014 eV

Atom charges from the Löwdin analysis, given in e for atoms 1 to 2: 0.001, -0.230

---

The relative energy (zero: lowest compared OMol25 entry of this formula, charge and spin) results, record by record, are as follows: 67.3 82.0 48.6 33.5 36.7 kcal/mol.
The strongest force on any atom results, record by record, are as follows: 2.09 1.46 5.44 4.33 2.90 eV Å⁻¹.
The E results, record by record, are as follows: -754.9317 -987.8073 -345.9370 -5504.9162 -555.6675 Ha.